# 1
{"formula": "C22H21N5O2S2", "method": "ωB97M-V with the def2-TZVPD basis set", "lumo_ha": 0.01539, "e_above_lowest_kj_mol": 154.68, "spin_multiplicity": 1, "charge": 0, "smiles": "COc1ccc(C(=O)CSc2nnc(CNc3nc(-c4ccccc4)cs3)n2C)cc1", "homo_energy_ev": -7.890, "elements": ["C", "O", "C", "C", "C", "C", "C", "O", "C", "S", "C", "N", "N", "C", "C", "N", "C", "N", "C", "C", "C", "C", "C", "C", "C", "C", "S", "N", "C", "C", "C", "H", "H", "H", "H", "H", "H", "H", "H", "H", "H", "H", "H", "H", "H", "H", "H", "H", "H", "H", "H", "H"], "coordinates": [[0.978, 4.072, -4.952], [1.776, 4.318, -3.817], [1.601, 3.553, -2.716], [0.666, 2.526, -2.594], [0.585, 1.815, -1.415], [1.426, 2.090, -0.337], [1.279, 1.255, 0.866], [0.373, 0.460, 0.996], [2.351, 1.412, 1.932], [2.173, 0.102, 3.184], [2.315, -1.217, 2.054], [3.210, -1.296, 1.107], [2.937, -2.397, 0.396], [1.889, -2.977, 0.920], [1.202, -4.156, 0.316], [0.674, -3.797, -0.994], [-0.250, -2.799, -1.025], [-1.029, -2.489, -0.053], [-1.868, -1.455, -0.368], [-2.795, -0.952, 0.639], [-3.222, 0.373, 0.627], [-4.091, 0.833, 1.598], [-4.545, -0.019, 2.592], [-4.123, -1.339, 2.611], [-3.254, -1.803, 1.642], [-1.732, -0.987, -1.640], [-0.496, -1.848, -2.491], [1.445, -2.262, 1.993], [0.290, -2.484, 2.811], [2.359, 3.123, -0.465], [2.439, 3.844, -1.633], [1.304, 4.791, -5.701], [-0.084, 4.230, -4.737], [1.126, 3.058, -5.334], [0.006, 2.273, -3.408], [-0.133, 1.016, -1.308], [3.346, 1.322, 1.497], [2.247, 2.363, 2.455], [1.903, -4.981, 0.180], [0.368, -4.473, 0.944], [1.383, -3.726, -1.712], [-2.855, 1.048, -0.131], [-4.413, 1.864, 1.585], [-5.222, 0.345, 3.350], [-4.474, -2.007, 3.383], [-2.932, -2.834, 1.644], [-2.295, -0.226, -2.140], [0.435, -3.357, 3.451], [-0.577, -2.624, 2.163], [0.134, -1.601, 3.430], [3.019, 3.374, 0.351], [3.152, 4.645, -1.745]], "nbo_charge": [-0.2541, -0.4835, 0.3352, -0.3277, -0.0605, -0.2341, 0.5819, -0.5554, -0.6334, 0.2677, 0.1703, -0.3149, -0.2937, 0.2969, -0.2597, -0.5892, 0.2877, -0.5385, 0.1463, -0.0786, -0.1288, -0.2261, -0.2120, -0.2107, -0.1879, -0.4620, 0.3434, -0.3451, -0.4322, -0.1399, -0.2675, 0.2038, 0.1783, 0.1800, 0.2175, 0.2256, 0.2620, 0.2490, 0.2333, 0.2266, 0.4000, 0.2026, 0.2115, 0.2120, 0.2118, 0.2208, 0.2389, 0.1993, 0.2532, 0.2380, 0.2149, 0.2268]}

---

# 2
{"formula": "C22H21N5O6S2W", "method": "ωB97M-V with the def2-TZVPD basis set", "lumo_ha": [-0.28922, -0.33757], "e_above_lowest_kj_mol": 0.00, "spin_multiplicity": 1, "charge": 2, "homo_energy_ev": [-14.684, -14.704], "elements": ["W", "O", "C", "C", "N", "C", "C", "O", "O", "C", "C", "O", "O", "H", "H", "H", "H", "H", "H", "H", "H", "H", "C", "C", "O", "N", "C", "C", "C", "C", "C", "C", "N", "H", "H", "H", "H", "H", "H", "H", "H", "H", "H", "S", "C", "C", "C", "C", "N", "C", "C", "C", "S", "C", "N", "H", "H"], "coordinates": [[-0.493, 0.176, -0.225], [1.617, 1.582, -0.061], [2.229, 2.368, -1.113], [1.369, 3.562, -1.529], [0.110, 3.180, -2.140], [-1.175, 3.555, -1.578], [-1.462, 2.309, -0.786], [-2.030, 1.280, -1.268], [-0.821, 2.116, 0.315], [0.137, 2.436, -3.369], [-0.085, 0.937, -3.174], [-0.465, 0.199, -4.029], [0.211, 0.489, -1.919], [1.658, 2.097, 0.750], [2.392, 1.681, -1.941], [3.202, 2.714, -0.764], [1.955, 4.169, -2.230], [1.162, 4.179, -0.655], [-1.917, 3.733, -2.354], [-1.094, 4.425, -0.930], [1.100, 2.574, -3.866], [-0.628, 2.778, -4.068], [-3.581, 0.322, 2.963], [-2.753, -0.473, 2.020], [-2.190, 0.090, 1.037], [-2.616, -1.768, 2.210], [-1.779, -2.612, 1.358], [-2.221, -2.567, -0.087], [-3.100, -3.524, -0.548], [-3.527, -3.507, -1.870], [-3.035, -2.517, -2.699], [-2.158, -1.585, -2.183], [-1.751, -1.586, -0.900], [-2.941, 0.664, 3.781], [-4.394, -0.263, 3.387], [-3.975, 1.203, 2.464], [-3.082, -2.193, 2.997], [-1.862, -3.631, 1.724], [-0.740, -2.305, 1.446], [-3.445, -4.295, 0.127], [-4.218, -4.255, -2.235], [-3.312, -2.452, -3.741], [-1.756, -0.829, -2.837], [1.156, -1.671, -0.353], [2.334, -1.291, 0.882], [3.618, -1.819, 0.798], [4.551, -1.516, 1.777], [5.878, -2.039, 1.664], [6.937, -2.470, 1.558], [4.193, -0.693, 2.866], [2.902, -0.196, 2.966], [1.975, -0.485, 1.972], [0.336, 0.120, 2.089], [5.155, -0.342, 3.864], [5.914, -0.023, 4.665], [3.892, -2.451, -0.036], [2.624, 0.421, 3.810]], "nbo_charge": [1.7488, -0.7051, -0.0839, -0.2391, -0.4339, -0.2929, 0.7939, -0.6329, -0.6345, -0.3342, 0.7977, -0.5073, -0.7322, 0.5049, 0.2009, 0.2200, 0.2282, 0.2214, 0.2479, 0.2528, 0.2604, 0.2583, -0.7067, 0.7634, -0.6941, -0.5296, -0.2787, 0.2248, -0.2153, -0.0835, -0.2074, 0.0763, -0.4878, 0.2759, 0.2572, 0.2709, 0.4393, 0.2587, 0.2441, 0.2491, 0.2585, 0.2636, 0.2523, 0.2501, -0.2084, -0.1499, -0.0839, 0.2221, -0.1681, -0.0621, -0.2102, -0.0732, 0.1359, 0.2215, -0.1673, 0.2630, 0.2604]}

---

# 3
{"formula": "C22H22BrNO4PSSe2W", "method": "ωB97M-V with the def2-TZVPD basis set", "lumo_ha": [0.06787, 0.06795], "e_above_lowest_kj_mol": 0.00, "spin_multiplicity": 1, "charge": -1, "homo_energy_ev": [-4.879, -4.879], "elements": ["W", "C", "C", "C", "C", "C", "C", "C", "S", "O", "O", "N", "C", "C", "O", "O", "H", "H", "H", "H", "H", "H", "H", "H", "H", "Se", "P", "Se", "C", "C", "C", "C", "C", "C", "C", "C", "C", "C", "C", "C", "H", "H", "H", "H", "H", "H", "H", "H", "H", "H", "Br", "C", "H", "H", "H"], "coordinates": [[-0.344, 0.130, 0.140], [0.430, -6.840, 4.244], [0.144, -5.406, 3.891], [0.863, -4.376, 4.498], [0.630, -3.056, 4.163], [-0.328, -2.756, 3.202], [-1.053, -3.758, 2.585], [-0.816, -5.078, 2.942], [-0.584, -1.064, 2.764], [-1.589, -1.098, 1.679], [-0.885, -0.366, 3.980], [0.654, -0.557, 1.925], [1.669, 0.369, 2.387], [2.294, 0.989, 1.131], [3.334, 1.601, 1.174], [1.640, 0.739, 0.013], [0.433, -6.986, 5.326], [1.409, -7.143, 3.869], [-0.315, -7.507, 3.812], [1.613, -4.615, 5.244], [1.181, -2.260, 4.647], [-1.774, -3.503, 1.822], [-1.378, -5.868, 2.457], [2.466, -0.123, 2.948], [1.238, 1.176, 2.991], [0.024, 0.346, -2.391], [0.139, 2.590, -2.063], [-1.142, 1.915, 1.275], [-1.315, 3.166, -3.022], [-2.356, 3.759, -2.312], [-3.504, 4.192, -2.965], [-3.616, 4.046, -4.338], [-2.580, 3.461, -5.058], [-1.442, 3.021, -4.404], [1.511, 3.154, -3.140], [1.487, 4.423, -3.721], [2.577, 4.894, -4.437], [3.719, 4.114, -4.566], [3.761, 2.862, -3.969], [2.668, 2.385, -3.259], [-2.267, 3.867, -1.237], [-4.309, 4.643, -2.397], [-4.509, 4.383, -4.850], [-2.667, 3.339, -6.131], [-0.642, 2.550, -4.964], [0.604, 5.045, -3.626], [2.536, 5.876, -4.893], [4.572, 4.483, -5.122], [4.650, 2.249, -4.053], [2.705, 1.411, -2.787], [0.072, -2.418, -0.549], [-2.401, -0.115, -0.667], [-2.632, 0.604, -1.450], [-3.105, 0.018, 0.152], [-2.502, -1.124, -1.069]], "nbo_charge": [0.9560, -0.6270, -0.0054, -0.2241, -0.1845, -0.2626, -0.1800, -0.2078, 2.3288, -0.9108, -0.9209, -0.9381, -0.3482, 0.8005, -0.6086, -0.7332, 0.2140, 0.2203, 0.2130, 0.2066, 0.2231, 0.2564, 0.2083, 0.2152, 0.2275, -0.1939, 0.6622, -0.0349, -0.3579, -0.2096, -0.2084, -0.2207, -0.2391, -0.1371, -0.2442, -0.2482, -0.2230, -0.2203, -0.2131, -0.2319, 0.2251, 0.2051, 0.2029, 0.2042, 0.2101, 0.2125, 0.2016, 0.1996, 0.2064, 0.2421, -0.4220, -0.9190, 0.2152, 0.2064, 0.2114]}

---

# 4
{"formula": "C22H22F2O5", "method": "ωB97M-V with the def2-TZVPD basis set", "lumo_ha": 0.00060, "e_above_lowest_kj_mol": 0.00, "spin_multiplicity": 1, "charge": 0, "smiles": "CCOC(=O)C(C(C)=O)(C(=O)OCC)C(c1ccc(F)cc1)c1ccc(F)cc1", "homo_energy_ev": -8.825, "elements": ["C", "C", "O", "C", "O", "C", "C", "C", "O", "C", "O", "O", "C", "C", "C", "C", "C", "C", "C", "F", "C", "C", "C", "C", "C", "C", "F", "C", "C", "H", "H", "H", "H", "H", "H", "H", "H", "H", "H", "H", "H", "H", "H", "H", "H", "H", "H", "H", "H", "H", "H"], "coordinates": [[3.281, 1.984, 4.156], [3.573, 1.284, 2.851], [2.778, 0.032, 2.808], [1.896, -0.138, 1.769], [1.974, 0.540, 0.750], [0.722, -1.081, 1.881], [0.511, -1.484, 3.350], [0.028, -2.884, 3.727], [0.541, -0.577, 4.210], [1.226, -2.304, 1.005], [0.421, -3.232, 0.687], [2.448, -2.252, 0.490], [2.829, -3.393, -0.332], [4.207, -3.123, -0.895], [-0.818, -0.447, 1.338], [-1.828, 0.050, 2.359], [-2.801, -0.810, 2.970], [-3.541, -0.410, 4.112], [-3.330, 0.884, 4.567], [-4.021, 1.283, 5.718], [-2.446, 1.807, 3.990], [-1.708, 1.355, 2.859], [-0.933, 0.335, 0.044], [-0.422, -0.290, -1.129], [-0.246, 0.375, -2.322], [-0.633, 1.724, -2.378], [-0.403, 2.432, -3.568], [-1.232, 2.392, -1.300], [-1.435, 1.661, -0.137], [3.802, 2.942, 4.214], [2.194, 2.195, 4.230], [3.575, 1.372, 5.005], [3.279, 1.915, 1.987], [4.618, 0.992, 2.772], [-0.080, -3.502, 2.838], [0.680, -3.318, 4.446], [-0.965, -2.749, 4.214], [2.845, -4.298, 0.279], [2.074, -3.487, -1.140], [4.541, -3.959, -1.542], [4.207, -2.209, -1.525], [4.951, -3.013, -0.101], [-1.020, -1.533, 1.095], [-2.935, -1.798, 2.592], [-4.202, -1.087, 4.604], [-2.318, 2.779, 4.380], [-0.993, 2.018, 2.416], [-0.141, -1.333, -1.039], [0.189, -0.112, -3.183], [-1.525, 3.435, -1.403], [-1.962, 2.166, 0.666]], "nbo_charge": [-0.6299, -0.0688, -0.5242, 0.8110, -0.5972, -0.3173, 0.6090, -0.7384, -0.5223, 0.8184, -0.6387, -0.4919, -0.0687, -0.6318, -0.2210, -0.0651, -0.1720, -0.2737, 0.4035, -0.3447, -0.2699, -0.1654, 0.0487, -0.1734, -0.2872, 0.4173, -0.3455, -0.2912, -0.1982, 0.2160, 0.2215, 0.2167, 0.2126, 0.1874, 0.2466, 0.2466, 0.2515, 0.1958, 0.2021, 0.2234, 0.2227, 0.2185, 0.2565, 0.2169, 0.2363, 0.2347, 0.2199, 0.2117, 0.2339, 0.2372, 0.2201]}

---

# 5
{"formula": "C22H22F3INO6S2", "method": "ωB97M-V with the def2-TZVPD basis set", "lumo_ha": 0.09002, "spin_multiplicity": 1, "charge": -1, "homo_energy_ev": -6.546, "elements": ["C", "O", "C", "S", "O", "O", "N", "S", "O", "O", "C", "C", "O", "I", "H", "H", "H", "H", "H", "H", "H", "F", "C", "C", "C", "C", "C", "C", "H", "H", "H", "H", "H", "F", "C", "C", "C", "C", "C", "C", "H", "H", "H", "H", "H", "F", "C", "C", "C", "C", "C", "C", "H", "H", "H", "H", "H"], "coordinates": [[-1.157, 2.086, 4.554], [-0.269, 2.365, 3.477], [-0.836, 2.286, 2.198], [-1.244, 0.637, 1.566], [-1.887, 0.957, 0.304], [-2.075, -0.035, 2.546], [0.074, -0.220, 1.210], [1.223, -0.566, 2.268], [1.963, -1.698, 1.756], [0.816, -0.637, 3.652], [2.376, 0.815, 2.152], [2.717, 1.258, 0.744], [2.579, 2.372, 0.410], [3.498, -0.118, -0.698], [-0.613, 2.318, 5.481], [-1.448, 1.029, 4.573], [-2.049, 2.735, 4.504], [-0.107, 2.696, 1.483], [-1.771, 2.862, 2.113], [3.284, 0.557, 2.716], [1.927, 1.696, 2.619], [2.926, 2.584, -3.253], [3.551, 3.770, -3.237], [3.977, 4.282, -2.027], [4.626, 5.508, -2.020], [4.835, 6.203, -3.204], [4.394, 5.667, -4.406], [3.747, 4.439, -4.430], [3.791, 3.724, -1.119], [4.969, 5.923, -1.081], [5.340, 7.160, -3.190], [4.551, 6.206, -5.332], [3.398, 3.999, -5.354], [-3.737, -7.007, 1.278], [-3.547, -5.682, 1.503], [-2.265, -5.218, 1.718], [-2.079, -3.861, 1.944], [-3.165, -2.994, 1.958], [-4.444, -3.491, 1.741], [-4.645, -4.846, 1.508], [-1.433, -5.909, 1.702], [-1.082, -3.470, 2.100], [-2.994, -1.939, 2.123], [-5.292, -2.818, 1.748], [-5.632, -5.253, 1.330], [0.403, -1.519, -4.359], [-0.507, -2.025, -3.492], [-0.922, -3.331, -3.660], [-1.851, -3.849, -2.768], [-2.346, -3.063, -1.737], [-1.912, -1.751, -1.591], [-0.983, -1.222, -2.475], [-0.521, -3.923, -4.472], [-2.183, -4.874, -2.877], [-3.063, -3.476, -1.039], [-2.284, -1.132, -0.786], [-0.621, -0.208, -2.371]], "nbo_charge": [-0.2562, -0.5444, -0.3335, 2.2713, -0.9859, -0.9864, -1.2386, 2.3264, -0.9682, -0.9627, -0.8216, 0.5044, -0.5405, 0.0509, 0.1821, 0.2195, 0.1570, 0.2203, 0.1991, 0.2635, 0.2657, -0.3134, 0.4085, -0.2833, -0.1928, -0.2427, -0.1998, -0.2905, 0.2560, 0.2118, 0.2074, 0.2086, 0.2256, -0.3423, 0.3840, -0.2957, -0.1689, -0.2388, -0.1980, -0.3057, 0.2245, 0.2377, 0.2655, 0.2109, 0.2177, -0.3381, 0.3915, -0.3041, -0.2017, -0.2374, -0.1683, -0.2790, 0.2155, 0.2054, 0.2182, 0.2479, 0.2419]}